(1)
A structure of composition C34H35N5O3S2Zr in a non-equilibrium geometry, computed with ωB97M-V/def2-TZVPD.

Geometry (Å):
1 Zr 13.258 11.249 9.423
2 C 11.383 9.016 11.324
3 N 11.532 10.462 11.383
4 C 11.873 10.851 12.776
5 C 10.323 11.126 10.911
6 C 9.266 11.259 11.774
7 C 8.148 12.050 11.480
8 C 8.146 12.744 10.289
9 C 9.150 12.580 9.343
10 C 10.244 11.720 9.650
11 N 11.312 11.403 8.723
12 C 10.919 11.023 7.463
13 C 9.674 10.683 7.064
14 C 9.367 10.237 5.765
15 C 10.432 10.033 4.849
16 C 11.708 10.499 5.199
17 C 11.934 11.001 6.488
18 N 13.222 11.519 6.964
19 C 13.229 13.006 6.519
20 C 14.365 10.886 6.274
21 H 10.601 8.746 12.039
22 H 12.232 8.401 11.583
23 H 11.119 8.577 10.335
24 H 11.448 10.164 13.463
25 H 11.626 11.883 12.905
26 H 12.931 10.799 12.990
27 H 9.351 10.636 12.647
28 H 7.378 12.144 12.240
29 H 7.196 13.220 9.967
30 H 8.994 12.888 8.288
31 H 8.927 10.799 7.791
32 H 8.346 9.927 5.563
33 H 10.324 9.512 3.915
34 H 12.497 10.434 4.467
35 H 13.203 13.011 5.448
36 H 14.155 13.468 6.940
37 H 12.331 13.510 6.855
38 H 14.295 10.990 5.172
39 H 14.361 9.855 6.609
40 H 15.270 11.473 6.554
41 C 15.092 9.112 11.501
42 C 15.338 10.489 11.880
43 C 16.427 10.740 12.701
44 C 16.717 12.010 13.105
45 C 16.030 13.089 12.540
46 C 16.515 14.407 12.699
47 C 15.767 15.387 12.159
48 C 14.575 15.109 11.504
49 C 14.141 13.831 11.245
50 S 12.750 13.610 10.245
51 C 14.950 12.771 11.785
52 N 14.585 11.550 11.452
53 H 15.880 8.758 10.833
54 H 14.074 8.798 11.115
55 H 14.983 8.489 12.424
56 H 17.014 9.893 13.072
57 H 17.545 12.177 13.780
58 H 17.475 14.662 13.115
59 H 16.193 16.430 12.108
60 H 13.914 15.878 11.163
61 C 11.819 7.429 7.524
62 S 13.310 7.693 8.420
63 O 14.467 7.487 7.591
64 O 13.314 6.808 9.569
65 O 13.238 9.142 8.884
66 H 11.747 6.365 7.332
67 H 11.976 7.878 6.481
68 H 11.009 7.864 8.011
69 N 20.633 12.273 7.166
70 C 19.554 12.219 7.532
71 C 18.226 12.082 8.074
72 C 17.472 13.231 8.474
73 C 16.206 13.018 8.965
74 C 15.539 11.765 8.936
75 C 16.377 10.670 8.633
76 C 17.703 10.853 8.128
77 H 17.875 14.253 8.315
78 H 15.574 13.870 9.239
79 H 15.940 9.666 8.531
80 H 18.249 10.074 7.686

Energy relative to the best compared isomer or geometry (same formula, charge and spin) = 39.9 kcal/mol
Lowest unoccupied orbital energy = -0.52 eV
Total energy = -2659.61560 a.u.


(2)
A structure of composition HN2P in a non-equilibrium geometry, computed with ωB97M-V/def2-TZVPD.

Geometry (Å):
1 N -0.816 -0.826 -0.283
2 N -0.985 0.364 -0.258
3 P 0.689 0.065 -0.554
4 H 1.112 0.398 1.096

Energy relative to the best compared isomer or geometry (same formula, charge and spin) = 23.2 kcal/mol
Lowest unoccupied orbital energy = 0.21 eV
Total energy = -451.36472 a.u.


(3)
A structure of composition C32H54AlBN8 in a non-equilibrium geometry, computed with ωB97M-V/def2-TZVPD.

Geometry (Å):
1 Al -1.601 2.643 -0.657
2 B 0.220 0.703 0.575
3 H -0.348 1.387 1.385
4 H 0.727 1.443 -0.245
5 H 1.127 0.053 1.075
6 H -0.543 -0.017 -0.019
7 C 0.987 4.293 4.801
8 C 2.383 4.297 4.174
9 C 2.504 3.407 2.926
10 C 1.446 3.703 1.969
11 N 0.617 3.922 1.212
12 H 0.669 3.280 5.067
13 H 0.255 4.736 4.129
14 H 1.038 4.845 5.738
15 H 3.086 3.960 4.937
16 H 2.645 5.321 3.904
17 H 2.389 2.367 3.244
18 H 3.468 3.557 2.445
19 C -1.835 -1.855 -5.450
20 C -0.568 -2.434 -4.832
21 C 0.397 -1.353 -4.308
22 C -0.257 -0.398 -3.418
23 N -0.770 0.382 -2.752
24 H -1.551 -1.254 -6.323
25 H -2.405 -1.222 -4.775
26 H -2.409 -2.657 -5.914
27 H -0.063 -3.043 -5.577
28 H -0.831 -3.053 -3.968
29 H 0.843 -0.782 -5.125
30 H 1.216 -1.841 -3.773
31 C -3.925 -1.898 -2.729
32 C -5.103 -1.939 -1.777
33 C -4.686 -1.982 -0.312
34 C -3.756 -0.896 0.011
35 N -3.041 -0.040 0.279
36 H -3.119 -2.599 -2.479
37 H -3.430 -0.924 -2.799
38 H -4.236 -2.126 -3.750
39 H -5.776 -2.765 -2.005
40 H -5.725 -1.049 -1.915
41 H -4.212 -2.938 -0.078
42 H -5.525 -1.840 0.372
43 C -2.527 -1.483 3.448
44 C -3.118 -0.556 4.496
45 C -3.841 0.655 3.962
46 C -2.988 1.560 3.185
47 N -2.317 2.245 2.557
48 H -1.824 -0.968 2.785
49 H -3.286 -1.995 2.854
50 H -1.955 -2.281 3.932
51 H -2.327 -0.256 5.194
52 H -3.800 -1.119 5.138
53 H -4.333 1.225 4.752
54 H -4.659 0.378 3.285
55 C 1.978 2.113 -5.836
56 C 3.198 2.575 -5.064
57 C 2.909 3.740 -4.112
58 C 1.957 3.389 -3.058
59 N 1.209 3.098 -2.238
60 H 2.206 1.345 -6.573
61 H 1.517 2.941 -6.380
62 H 1.214 1.742 -5.146
63 H 4.016 2.865 -5.727
64 H 3.638 1.759 -4.477
65 H 2.496 4.601 -4.644
66 H 3.847 4.080 -3.667
67 N 3.080 0.109 -0.622
68 C 4.042 0.821 -1.238
69 C 5.172 -0.007 -1.433
70 C 4.860 -1.238 -0.890
71 C 3.536 -1.152 -0.391
72 H 2.211 0.508 -0.247
73 H 3.872 1.861 -1.467
74 H 6.076 0.236 -1.964
75 H 5.422 -2.156 -0.845
76 H 2.903 -1.870 0.102
77 N -0.368 -2.433 0.218
78 C -0.337 -3.275 1.277
79 C -0.936 -4.500 0.887
80 C -1.388 -4.333 -0.405
81 C -1.043 -3.022 -0.801
82 H -0.026 -1.465 0.148
83 H 0.125 -2.970 2.203
84 H -0.976 -5.382 1.503
85 H -1.956 -5.034 -0.992
86 H -1.112 -2.509 -1.747
87 N 0.879 -0.582 3.435
88 C 1.877 -1.461 3.756
89 C 2.160 -1.304 5.137
90 C 1.248 -0.399 5.644
91 C 0.471 0.059 4.546
92 H 0.539 -0.436 2.479
93 H 2.326 -2.046 2.970
94 H 2.938 -1.833 5.663
95 H 1.220 -0.017 6.650
96 H -0.326 0.786 4.495

Energy relative to the best compared isomer or geometry (same formula, charge and spin) = 0.0 kcal/mol
Charge = +2
Lowest unoccupied orbital energy = -10.68 eV
Total energy = -1956.27332 a.u.


(4)
An isolated molecule of C5H9P in a non-equilibrium geometry, computed with ωB97M-V/def2-TZVPD.

Geometry (Å):
1 C -0.638 0.409 1.015
2 C 0.607 0.593 0.739
3 C -1.763 -0.159 0.143
4 C 0.230 -0.818 -1.596
5 C 1.994 0.990 0.928
6 P -1.480 -1.120 -1.345
7 H -1.177 0.805 1.869
8 H -2.525 -0.741 0.687
9 H -2.169 0.856 -0.119
10 H 0.347 -0.118 -2.402
11 H 0.941 -1.626 -1.710
12 H 2.805 0.300 0.541
13 H 2.269 1.237 1.893
14 H 2.199 1.953 0.476
15 H -1.640 -2.561 -1.120

Energy relative to the best compared isomer or geometry (same formula, charge and spin) = 96.0 kcal/mol
Lowest unoccupied orbital energy (alpha / beta) = 0.08 / 0.56 eV
Total energy = -537.06031 a.u.


(5)
A cluster of 2 separate species, C5H12O2 in total, computed with ωB97M-V/def2-TZVPD.

Geometry (Å):
1 C 2.174 0.017 1.045
2 C 0.862 0.709 1.423
3 C 0.113 1.296 0.259
4 O -0.136 -1.706 -0.837
5 C -1.181 1.118 0.023
6 C -0.902 -1.380 -1.977
7 O -1.928 0.238 0.778
8 H 1.986 -0.898 0.476
9 H 2.802 0.672 0.431
10 H 2.743 -0.237 1.947
11 H 0.212 0.012 1.965
12 H 1.077 1.528 2.123
13 H 0.662 1.932 -0.433
14 H -0.587 -1.335 -0.068
15 H -1.702 1.600 -0.802
16 H -1.253 -2.294 -2.471
17 H -1.782 -0.776 -1.722
18 H -0.303 -0.805 -2.694
19 H -2.857 0.311 0.536

Energy relative to the best compared isomer or geometry (same formula, charge and spin) = 40.3 kcal/mol
Lowest unoccupied orbital energy = 0.59 eV
Total energy = -348.14060 a.u.


(6)
A cluster of 4 separate species, C3H13NO3 in total in a non-equilibrium geometry, computed with ωB97M-V/def2-TZVPD.

Geometry (Å):
1 C -3.184 0.215 1.197
2 C -1.927 -0.416 1.168
3 N -1.141 -0.828 0.185
4 C 0.066 -1.504 0.351
5 H -3.793 0.029 0.410
6 H -3.470 0.919 1.939
7 H -1.442 -0.298 2.135
8 H -1.635 -0.868 -0.685
9 H 0.000 -2.612 0.102
10 H 0.296 -1.554 1.434
11 H 0.880 -1.040 -0.348
12 H 1.043 2.082 2.467
13 H 0.020 1.369 1.533
14 O 0.768 1.964 1.601
15 H 2.930 -0.143 -2.761
16 H 2.120 -0.764 -4.094
17 O 2.985 -0.330 -3.693
18 H 1.950 0.890 -0.312
19 H 1.672 1.892 -1.385
20 O 1.861 0.997 -1.245

Energy relative to the best compared isomer or geometry (same formula, charge and spin) = 53.3 kcal/mol
Lowest unoccupied orbital energy = 0.57 eV
Total energy = -402.49543 a.u.


energy relative to the best compared isomer or geometry (same formula, charge and spin) of number 6 (C3H13NO3)? 53.3 kcal/mol


Among the records above, which one has the lowest energy relative to the best compared isomer or geometry (same formula, charge and spin)? C32H54AlBN8


Which of these has the highest energy relative to the best compared isomer or geometry (same formula, charge and spin)? C5H9P